Record 1
Entry from the Open Molecules 2025 dataset: a molecular structure, C3H15BeBr4F6GaMgO5P at a distorted geometry (the ωB97M-V functional and the def2-TZVPD basis).

Molar mass   698.766 g/mol
Charge   +1
ΔE to the lowest compared entry with this formula, charge and spin   2.2585 eV
E_LUMO   -9.076 eV
Gap between HOMO and LUMO   2.08 eV

CARTESIAN COORDINATES (ANGSTROEM)
1 Br 0.19 -1.99 -1.66
2 Br 2.31 0.09 -2.94
3 Br 4.57 1.65 -3.28
4 Br -0.78 0.89 -2.71
5 Ga 1.45 -2.66 3.13
6 P -1.76 2.59 4.74
7 Mg 2.39 -1.66 5.71
8 F -1.84 1.41 3.61
9 F -1.03 3.98 5.12
10 F -3.33 2.29 5.01
11 F -2.25 3.59 3.57
12 F -0.28 1.91 4.78
13 F -1.82 2.30 6.34
14 O -0.97 0.38 0.68
15 O 3.42 1.45 -5.78
16 O -0.08 1.49 -5.87
17 O -5.81 -2.32 2.76
18 O 3.14 2.06 -8.57
19 C 0.88 -3.27 1.26
20 C 0.55 -3.71 0.18
21 C 0.48 -0.57 -2.95
22 Be -2.97 -0.56 1.92
23 H -1.25 0.39 1.65
24 H 3.41 1.75 -7.71
25 H -6.52 -2.04 2.16
26 H 3.89 2.31 -5.90
27 H 0.33 -4.46 -0.61
28 H 0.30 -0.98 -3.94
29 H 3.01 -3.06 3.45
30 H 1.29 -1.06 3.23
31 H 4.05 0.70 -5.85
32 H -6.14 -2.09 3.64
33 H 2.93 1.43 -4.92
34 H -0.58 -0.48 0.44
35 H -1.72 0.61 0.09
36 H 0.59 -3.45 4.26
37 H 0.06 1.16 -4.98

=====

Record 2
Entry from the Open Molecules 2025 dataset: H5N3S in the gas phase at a distorted geometry (the ωB97M-V functional and the def2-TZVPD basis).

Molar mass   79.128 g/mol
Charge   0
SMILES   NNSN
ΔE to the lowest compared entry with this formula, charge and spin   0.8527 eV
E_LUMO   0.671 eV
Gap between HOMO and LUMO   9.06 eV

CARTESIAN COORDINATES (ANGSTROEM)
1 S 0.95 -0.97 0.36
2 N 1.51 0.61 0.00
3 N -1.79 0.02 0.26
4 N -0.64 -0.50 -0.50
5 H 1.65 0.76 -1.03
6 H -1.26 0.86 0.60
7 H 2.35 1.02 0.41
8 H -0.87 -1.21 -1.18
9 H -1.90 -0.59 1.08

=====

Record 3
Entry from the Open Molecules 2025 dataset: C5H11NOS in the gas phase at a distorted geometry (the ωB97M-V functional and the def2-TZVPD basis).

Molar mass   133.216 g/mol
Charge   0
ΔE to the lowest compared entry with this formula, charge and spin   4.4687 eV
E_LUMO   0.863 eV
Gap between HOMO and LUMO   9.09 eV

CARTESIAN COORDINATES (ANGSTROEM)
1 S -0.17 0.48 1.22
2 O 1.04 1.27 1.38
3 N 0.24 -1.10 0.48
4 C -1.03 1.10 -0.41
5 C 1.62 -1.53 0.64
6 C -0.93 2.62 -0.61
7 C -0.04 1.73 -1.35
8 C -0.71 -2.08 0.45
9 H 1.63 -2.41 1.36
10 H -1.53 -2.16 1.25
11 H -0.61 3.16 0.29
12 H -1.61 3.06 -1.19
13 H -1.77 0.36 -0.68
14 H 2.10 -1.87 -0.29
15 H 2.17 -0.78 1.07
16 H 0.95 1.70 -1.08
17 H -1.11 -2.11 -0.66
18 H -0.16 -3.03 0.63
19 H -0.09 1.59 -2.51

=====

Record 4
Entry from the Open Molecules 2025 dataset: C17H25NO3 in the gas phase (the ωB97M-V functional and the def2-TZVPD basis).

Molar mass   291.391 g/mol
Charge   0
SMILES   CCC(=O)c1ccc(OC[C@@H](O)CNC2CCCC2)cc1
ΔE to the lowest compared entry with this formula, charge and spin   2.2044 eV
E_LUMO   0.551 eV
Gap between HOMO and LUMO   9.08 eV

CARTESIAN COORDINATES (ANGSTROEM)
1 O 2.88 3.73 -2.05
2 O -0.23 -2.70 3.17
3 O 1.32 -2.08 -0.06
4 N -1.83 -0.34 2.55
5 C -5.20 -0.82 2.63
6 C 1.44 -0.80 -2.00
7 C -4.98 -1.89 1.57
8 C -3.46 -1.95 1.44
9 C 2.47 2.78 -2.68
10 C -4.19 0.26 2.25
11 C 1.29 -2.28 1.33
12 C 2.16 1.49 -2.02
13 C 2.07 0.26 0.06
14 C -2.97 -0.50 1.66
15 C 2.23 2.86 -4.18
16 C 2.34 1.41 -0.64
17 C 1.70 0.35 -2.69
18 C 2.56 4.24 -4.73
19 C 1.61 -0.87 -0.61
20 C -0.52 -0.59 2.01
21 C -0.13 -2.08 1.91
22 H 0.32 -2.23 3.80
23 H -6.22 -0.45 2.65
24 H -5.42 -1.57 0.62
25 H -3.88 0.86 3.10
26 H 3.59 4.49 -4.53
27 H 1.09 -1.69 -2.50
28 H -3.14 -2.35 0.48
29 H 2.38 4.27 -5.80
30 H 2.86 2.10 -4.66
31 H 1.93 4.99 -4.25
32 H -5.41 -2.85 1.84
33 H 2.02 -1.66 1.86
34 H -4.62 0.91 1.50
35 H 2.70 2.29 -0.12
36 H 0.20 -0.09 2.66
37 H -1.97 -0.90 3.39
38 H -4.96 -1.23 3.62
39 H -0.46 -0.13 1.02
40 H 1.19 2.60 -4.38
41 H 1.55 0.36 -3.76
42 H 1.56 -3.33 1.48
43 H 2.23 0.25 1.13
44 H -3.05 -2.58 2.23
45 H -2.68 -0.04 0.71
46 H -0.83 -2.61 1.27

=====

Record 5
Entry from the Open Molecules 2025 dataset: a molecular structure, ClH3O3PSi at a distorted geometry (the ωB97M-V functional and the def2-TZVPD basis).

Molar mass   145.534 g/mol
Charge   -1
ΔE to the lowest compared entry with this formula, charge and spin   0.6052 eV
E_LUMO   3.720 eV
Gap between HOMO and LUMO   8.96 eV

CARTESIAN COORDINATES (ANGSTROEM)
1 Cl -1.71 1.30 -1.16
2 P -1.28 -0.33 -0.06
3 Si 1.50 0.27 0.11
4 O 1.51 -0.06 -1.39
5 O -0.09 0.04 0.77
6 O -2.45 -0.65 0.76
7 H 1.97 -0.71 1.23
8 H 1.59 1.39 0.91
9 H -1.04 -1.25 -1.17

=====

Record 6
Entry from the Open Molecules 2025 dataset: C2H5NOS in the gas phase at a distorted geometry (the ωB97M-V functional and the def2-TZVPD basis).

Molar mass   91.135 g/mol
Charge   0
SMILES   NCC(=O)S
ΔE to the lowest compared entry with this formula, charge and spin   0.9151 eV
E_LUMO   0.592 eV
Gap between HOMO and LUMO   10.56 eV

CARTESIAN COORDINATES (ANGSTROEM)
1 S 1.53 1.06 1.63
2 O 1.64 0.02 -0.77
3 N -0.94 -0.79 -1.19
4 C -0.53 -0.19 0.11
5 C 0.89 0.21 0.16
6 H -0.73 -0.93 0.98
7 H -1.09 0.64 0.38
8 H -0.11 -1.40 -1.43
9 H -0.97 -0.07 -1.94
10 H 0.30 1.47 2.08

=====

Record 7
Entry from the Open Molecules 2025 dataset: 2 unconnected molecules or ions with the total composition C9H10N2O at a distorted geometry (the ωB97M-V functional and the def2-TZVPD basis).

Molar mass   162.192 g/mol
Charge   0
ΔE to the lowest compared entry with this formula, charge and spin   4.9982 eV
E_LUMO (alpha / beta)   -0.779 / -0.779 eV
Gap between HOMO and LUMO (alpha / beta)   7.51 / 7.51 eV

CARTESIAN COORDINATES (ANGSTROEM)
1 O -1.91 0.31 0.72
2 N -1.30 -2.04 -3.06
3 N -1.19 -1.83 -0.65
4 C 1.44 0.74 -0.81
5 C 0.90 0.08 1.43
6 C -0.91 0.25 -0.19
7 C -1.18 -1.97 -1.92
8 C -3.19 0.18 0.13
9 C 2.10 0.49 1.85
10 C 2.70 1.01 -0.36
11 C 0.50 0.21 0.08
12 C 2.96 1.06 0.97
13 H 4.06 1.12 1.30
14 H -3.37 0.92 -0.73
15 H -3.23 -0.89 -0.06
16 H -1.08 0.56 -1.19
17 H 0.09 -0.46 1.95
18 H 1.19 0.80 -1.88
19 H -4.08 0.30 0.87
20 H 3.48 1.06 -1.09
21 H 2.34 0.35 2.95
22 H -0.32 -2.25 -0.29

=====

Record 8
Entry from the Open Molecules 2025 dataset: a molecular structure, Cd4N2O6 at a distorted geometry (the ωB97M-V functional and the def2-TZVPD basis).

2S+1   2
Molar mass   573.656 g/mol
Charge   +5
E_LUMO (alpha / beta)   -21.787 / -21.785 eV
Gap between HOMO and LUMO (alpha / beta)   4.00 / 4.31 eV

CARTESIAN COORDINATES (ANGSTROEM)
1 Cd -0.38 -2.97 -2.42
2 Cd -1.36 -0.82 2.68
3 Cd 3.05 -2.14 2.38
4 Cd 1.15 2.37 -1.04
5 O 1.56 0.38 -0.69
6 O -2.33 1.69 -0.92
7 O 0.85 -0.93 0.96
8 O -1.60 0.46 0.64
9 O 0.46 -1.19 -1.33
10 O -0.67 2.21 0.06
11 N 0.88 -0.55 -0.36
12 N -1.60 1.49 0.04

=====

Look up the charge of the second one.
0

=====

Which of these has the highest molar mass?
C3H15BeBr4F6GaMgO5P